--- w ---
ORCA calculation (the ωB97M-V functional and the def2-TZVPD basis) on a cluster of 2 separate species, C4H10NO2S in total.

Values from the calculation:
HOMO (spin up / spin down) ... -14.040 / -14.037 eV
Kohn-Sham gap (spin up / spin down) ... 7.94 / 7.94 eV
Net charge ... +1
Spin multiplicity ... 1

Each atom is followed by the atoms it is bonded to, with distances in Å.
Positions of all 18 atoms, in Å:
1 C -0.32 -0.28 -0.77  C3 1.461, S8 1.807
2 C 0.95 -2.05 0.69  C3 1.556, H9 1.068, H10 1.128, H11 1.084
3 C 0.36 -1.57 -0.67  C1 1.461, C2 1.556, H12 1.072, H13 1.013
4 C 0.74 1.24 0.14  N5 1.473, H14 1.022, H15 1.059
5 N -0.11 2.41 -0.15  C4 1.473, H16 1.011, H17 1.090, H18 1.025
6 O -2.36 1.30 0.36  S8 1.509
7 O -2.80 -1.16 -0.05  S8 1.424
8 S -1.86 -0.11 0.16  C1 1.807, O6 1.509, O7 1.424
9 H 0.96 -3.12 0.67  C2 1.068
10 H 2.04 -1.80 0.57  C2 1.128
11 H 0.32 -1.65 1.48  C2 1.084
12 H -0.49 -2.18 -0.90  C3 1.072
13 H 1.10 -1.44 -1.35  C3 1.013
14 H 0.73 1.02 1.14  C4 1.022
15 H 1.70 1.44 -0.25  C4 1.059
16 H 0.33 3.31 -0.02  N5 1.011
17 H -1.10 2.02 0.09  N5 1.090
18 H -0.20 2.60 -1.15  N5 1.025

***

--- x ---
ORCA calculation (the ωB97M-V functional and the def2-TZVPD basis) on the ion C4H10NO2S with charge +1.

Values from the calculation:
Structure (SMILES) ... CC(C)([NH3+])C(=O)SO
HOMO ... -14.062 eV
Kohn-Sham gap ... 10.46 eV
Net charge ... +1
Spin multiplicity ... 1

Each atom is followed by the atoms it is bonded to, with distances in Å.
Positions of all 18 atoms, in Å:
1 C 1.17 0.28 -0.04  C4 1.619, O7 1.180, S8 1.733
2 C -1.07 -0.51 1.40  C4 1.550, H9 1.097, H10 1.058, H11 1.120
3 C -0.80 -1.04 -1.05  C4 1.494, H12 1.104, H13 1.131, H14 1.113
4 C -0.39 -0.13 0.06  C1 1.619, C2 1.550, C3 1.494, N5 1.516
5 N -0.95 1.26 -0.17  C4 1.516, H15 1.033, H16 1.081, H17 1.028
6 O 3.84 -0.08 0.13  S8 1.748, H18 0.954
7 O 1.47 1.37 -0.35  C1 1.180
8 S 2.34 -0.94 0.37  C1 1.733, O6 1.748
9 H -0.26 -0.30 2.11  C2 1.097
10 H -1.90 0.13 1.55  C2 1.058
11 H -1.45 -1.53 1.67  C2 1.120
12 H -1.89 -1.04 -1.22  C3 1.104
13 H -0.50 -0.69 -2.08  C3 1.131
14 H -0.43 -2.08 -0.91  C3 1.113
15 H -1.56 1.52 -0.97  N5 1.033
16 H -0.11 1.91 -0.36  N5 1.081
17 H -1.30 1.73 0.67  N5 1.028
18 H 3.79 0.14 -0.80  O6 0.954

***

--- y ---
ORCA calculation (the ωB97M-V functional and the def2-TZVPD basis) on the ion C4H10NO2S with charge +1.

Values from the calculation:
Structure (SMILES) ... C/[NH+]=C(/O)[C@@](C)(O)S
HOMO ... -13.792 eV
Kohn-Sham gap ... 9.34 eV
Net charge ... +1
Spin multiplicity ... 1

Each atom is followed by the atoms it is bonded to, with distances in Å.
Positions of all 18 atoms, in Å:
1 C 1.02 -0.02 0.16  C2 1.538, C4 1.591, O6 1.422, S8 2.009
2 C 0.86 0.73 -1.17  C1 1.538, H9 1.092, H10 1.123, H11 1.155
3 C -1.99 -0.16 1.11  N5 1.421, H12 1.115, H13 1.115, H14 1.140
4 C 0.07 -1.29 0.14  C1 1.591, N5 1.340, O7 1.293
5 N -1.16 -1.23 0.68  C3 1.421, C4 1.340, H16 0.969
6 O 0.71 0.90 1.20  C1 1.422, H15 0.914
7 O 0.60 -2.38 -0.30  C4 1.293, H17 0.974
8 S 2.98 -0.38 0.42  C1 2.009, H18 1.284
9 H 0.88 -0.04 -1.95  C2 1.092
10 H 1.75 1.42 -1.21  C2 1.123
11 H -0.22 1.14 -1.15  C2 1.155
12 H -2.76 0.14 0.36  C3 1.115
13 H -2.36 -0.32 2.15  C3 1.115
14 H -1.45 0.83 0.95  C3 1.140
15 H 1.00 0.44 1.93  O6 0.914
16 H -1.53 -2.13 0.72  N5 0.969
17 H 1.40 -2.20 -0.85  O7 0.974
18 H 2.98 0.89 0.61  S8 1.284

***

Relative energies, kJ/mol: w 426.9; x 0.0; y 22.0.

***

--- w ---
ORCA calculation (the ωB97M-V functional and the def2-TZVPD basis) on the molecule C10H13NO.

Values from the calculation:
Structure (SMILES) ... C=C(C)c1ccccc1ONC
HOMO ... -8.890 eV
Kohn-Sham gap ... 9.83 eV
Spin multiplicity ... 1

Each atom is followed by the atoms it is bonded to, with distances in Å.
Positions of all 25 atoms, in Å:
1 C -3.13 -0.31 0.51  C2 1.373, C3 1.452, H13 1.039
2 C -3.13 0.94 -0.07  C1 1.373, C4 1.341, H14 1.078
3 C -1.91 -1.09 0.59  C1 1.452, C5 1.411, H15 1.048
4 C -1.97 1.47 -0.48  C2 1.341, C6 1.387, H16 1.132
5 C -0.72 -0.51 0.10  C3 1.411, C6 1.411, C7 1.438
6 C -0.75 0.81 -0.38  C4 1.387, C5 1.411, O12 1.418
7 C 0.47 -1.32 0.05  C5 1.438, C8 1.553, C9 1.352
8 C 1.03 -1.63 -1.36  C7 1.553, H17 1.131, H18 1.181, H19 1.070
9 C 1.17 -1.81 1.10  C7 1.352, H20 1.063, H21 1.073
10 C 2.63 1.41 0.23  N11 1.454, H23 1.137, H24 1.152, H25 1.120
11 N 1.24 1.81 0.38  C10 1.454, O12 1.461, H22 1.095
12 O 0.46 1.42 -0.79  C6 1.418, N11 1.461
13 H -3.99 -0.64 1.00  C1 1.039
14 H -4.06 1.46 0.06  C2 1.078
15 H -1.81 -1.95 1.17  C3 1.048
16 H -2.08 2.49 -0.97  C4 1.132
17 H 1.14 -2.72 -1.63  C8 1.131
18 H 2.10 -1.17 -1.56  C8 1.181
19 H 0.45 -1.22 -2.16  C8 1.070
20 H 1.94 -2.54 1.07  C9 1.063
21 H 0.62 -1.73 2.02  C9 1.073
22 H 1.11 2.90 0.34  N11 1.095
23 H 3.35 1.79 1.03  C10 1.137
24 H 2.65 0.27 0.35  C10 1.152
25 H 3.19 1.88 -0.62  C10 1.120

***

--- x ---
ORCA calculation (the ωB97M-V functional and the def2-TZVPD basis) on a cluster of 2 separate species, C10H13NO in total.

Values from the calculation:
Structure (SMILES) ... Cc1c[nH]c2ccccc12.CO
HOMO ... -7.708 eV
Kohn-Sham gap ... 8.46 eV
Spin multiplicity ... 1

Each atom is followed by the atoms it is bonded to, with distances in Å.
Positions of all 25 atoms, in Å:
1 C 0.71 0.76 3.93  C4 1.434, H14 1.087, H15 1.028, H19 1.145
2 C -0.85 -0.93 2.89  C4 1.383, N10 1.436, H12 1.155
3 C -0.89 -0.13 0.68  C5 1.491, C6 1.380, N10 1.463
4 C -0.09 0.23 2.86  C1 1.434, C2 1.383, C5 1.492
5 C -0.08 0.82 1.49  C3 1.491, C4 1.492, C8 1.403
6 C -1.01 -0.08 -0.69  C3 1.380, C7 1.477, H13 1.045
7 C -0.26 0.99 -1.39  C6 1.477, C9 1.385, H16 1.102
8 C 0.61 1.79 0.75  C5 1.403, C9 1.419, H17 1.087
9 C 0.32 1.99 -0.63  C7 1.385, C8 1.419, H18 1.128
10 N -1.39 -1.18 1.58  C2 1.436, C3 1.463, H11 0.989
11 H -1.83 -2.06 1.53  N10 0.989
12 H -1.14 -1.64 3.75  C2 1.155
13 H -1.54 -0.77 -1.27  C6 1.045
14 H 1.70 1.15 3.69  C1 1.087
15 H 0.99 0.04 4.60  C1 1.028
16 H -0.22 0.75 -2.46  C7 1.102
17 H 1.47 2.40 1.04  C8 1.087
18 H 0.78 2.88 -1.14  C9 1.128
19 H 0.06 1.54 4.48  C1 1.145
20 C 0.39 -1.05 -4.43  O21 1.431, H23 1.058, H24 1.142, H25 1.057
21 O 0.44 -2.47 -4.63  C20 1.431, H22 1.033
22 H 0.77 -2.88 -3.74  O21 1.033
23 H 0.83 -0.69 -5.32  C20 1.058
24 H 0.81 -0.67 -3.44  C20 1.142
25 H -0.58 -0.79 -4.12  C20 1.057

***

Relative energies, kJ/mol: w 110.4; x 0.0.